Entry 1:
DFT (wB97M-V/def2-TZVPD) results for a molecular structure, C35H35AsF6N3NaO2P.

Summary:
DFT total energy	-136280.9727	eV
energy above the lowest of the compared OMol25 structures with the same formula, charge and spin	0.000	eV
E_HOMO (spin up / spin down)	-0.239 / -0.306	hartree
2S+1	2
<S²>	0.76
Kohn-Sham gap (spin up / spin down)	6.51 / 7.98	eV

Element x y z (Å)
1 Na -0.798 -1.178 -0.337
2 N 0.171 -1.696 1.916
3 C 0.634 -0.805 2.834
4 C -0.155 -0.473 3.923
5 C 0.227 0.578 4.813
6 C 1.398 1.218 4.598
7 C 2.224 0.866 3.492
8 C 1.845 -0.106 2.626
9 C 2.597 -0.548 1.435
10 C 3.248 -1.738 1.485
11 C 3.783 -2.305 0.324
12 C 3.560 -1.681 -0.891
13 C 3.044 -0.369 -0.930
14 C 2.549 0.218 0.253
15 H -0.597 -2.263 2.335
16 H 0.952 -2.293 1.728
17 H -1.113 -1.010 3.996
18 H -0.359 0.988 5.686
19 H 1.765 1.981 5.256
20 H 3.170 1.348 3.295
21 H 3.272 -2.287 2.469
22 H 4.334 -3.247 0.341
23 H 3.958 -2.072 -1.807
24 H 3.034 0.164 -1.838
25 N -0.840 0.716 -1.888
26 C 0.346 1.310 -2.436
27 C 0.603 1.086 -3.788
28 C 1.745 1.712 -4.432
29 C 2.600 2.564 -3.713
30 C 2.357 2.617 -2.320
31 C 1.311 1.991 -1.677
32 P 1.249 1.726 0.108
33 C -0.412 2.825 0.454
34 C -0.437 4.075 -0.049
35 C -1.512 4.871 0.118
36 C -2.622 4.416 0.872
37 C -2.573 3.199 1.473
38 C -1.461 2.399 1.218
39 C 2.304 2.865 1.126
40 C 3.640 2.899 0.795
41 C 4.532 3.660 1.574
42 C 4.127 4.347 2.677
43 C 2.754 4.402 2.968
44 C 1.855 3.729 2.168
45 H -1.419 0.387 -2.632
46 H -1.339 1.271 -1.239
47 H -0.156 0.496 -4.303
48 H 1.988 1.466 -5.438
49 H 3.438 3.045 -4.163
50 H 2.998 3.264 -1.645
51 H 0.303 4.511 -0.682
52 H -1.665 5.846 -0.375
53 H -3.520 5.008 0.833
54 H -3.441 2.781 1.971
55 H -1.553 1.393 1.605
56 H 4.069 2.341 -0.065
57 H 5.633 3.621 1.198
58 H 4.721 4.865 3.379
59 H 2.476 5.046 3.772
60 H 0.851 3.828 2.537
61 F -2.883 -2.976 0.504
62 As -4.017 -1.732 0.988
63 F -2.790 -1.235 2.172
64 F -4.856 -2.703 2.087
65 F -5.047 -0.382 1.276
66 F -5.010 -2.169 -0.393
67 F -3.008 -0.609 -0.109
68 O -2.626 -1.861 -3.288
69 C -1.885 -2.834 -2.756
70 O -0.832 -2.542 -2.125
71 C -2.258 -4.227 -3.100
72 N -3.708 -4.390 -3.318
73 C -4.233 -5.291 -2.302
74 C -3.055 -6.144 -1.924
75 C -1.919 -5.185 -1.925
76 H -1.669 -4.447 -3.985
77 H -3.878 -4.804 -4.252
78 H -3.411 -2.275 -3.685
79 H -5.138 -5.725 -2.613
80 H -4.535 -4.637 -1.515
81 H -2.915 -6.878 -2.706
82 H -3.143 -6.617 -0.968
83 H -0.902 -5.625 -2.026
84 H -1.977 -4.577 -1.042


Entry 2:
DFT (wB97M-V/def2-TZVPD) results for a molecular structure, C22H21I2N3O2OsS2.

Summary:
DFT total energy	-72043.8318	eV
E_HOMO (spin up / spin down)	-0.495 / -0.495	hartree
total charge	+2
Kohn-Sham gap (spin up / spin down)	4.94 / 5.11	eV

Element x y z (Å)
1 Os -0.559 1.014 0.385
2 I 6.174 4.474 -0.603
3 C 4.491 3.264 -0.474
4 C 4.577 1.909 -0.774
5 C 3.449 1.117 -0.692
6 I 3.586 -0.898 -1.195
7 C 2.230 1.649 -0.270
8 O 1.187 0.775 -0.187
9 C 2.134 3.015 0.011
10 C 0.860 3.713 0.418
11 N -0.326 3.042 -0.180
12 C -1.596 3.791 0.034
13 C -2.775 2.868 -0.089
14 C -4.047 3.330 -0.354
15 C -5.101 2.428 -0.388
16 C -4.853 1.079 -0.173
17 C -3.561 0.673 0.065
18 N -2.539 1.552 0.115
19 C 3.270 3.807 -0.109
20 H 5.520 1.476 -1.080
21 H 0.899 4.746 0.067
22 H 0.722 3.746 1.497
23 H -0.160 3.035 -1.188
24 H -1.674 4.616 -0.674
25 H -1.577 4.218 1.037
26 H -4.213 4.385 -0.525
27 H -6.106 2.776 -0.588
28 H -5.649 0.349 -0.195
29 H -3.297 -0.362 0.229
30 H 3.199 4.869 0.088
31 C 1.807 -6.414 -2.224
32 C 1.338 -5.296 -1.343
33 C 2.108 -4.854 -0.270
34 C 1.668 -3.827 0.549
35 C 0.428 -3.257 0.296
36 C -0.368 -3.677 -0.766
37 C 0.099 -4.686 -1.581
38 S -0.113 -2.016 1.409
39 C -1.429 -2.858 2.272
40 O -0.955 -0.992 0.554
41 H 2.861 -6.634 -2.066
42 H 1.655 -6.173 -3.276
43 H 1.238 -7.322 -2.013
44 H 3.068 -5.316 -0.076
45 H 2.279 -3.481 1.374
46 H -1.328 -3.214 -0.960
47 H -0.504 -5.019 -2.417
48 H -2.151 -3.227 1.546
49 H -1.879 -2.150 2.967
50 H -0.978 -3.685 2.818
51 S -0.391 1.246 2.576
52 C -1.115 2.699 3.055
53 N -1.604 3.694 3.371


Entry 3:
DFT (wB97M-V/def2-TZVPD) results for 12 unconnected molecules or ions with the total composition C30H88N4O12.

Summary:
DFT total energy	-63059.5103	eV
energy above the lowest of the compared OMol25 structures with the same formula, charge and spin	3.424	eV
E_HOMO	-0.338	hartree
structure (SMILES)	COC[C@H](C)N.COC[C@H](C)N.COC[C@H](C)N.COC[C@H](C)N.CCO.CCO.CCO.CCO.CCO.CCO.CO.CO
Kohn-Sham gap	9.33	eV

Element x y z (Å)
1 C -0.432 -1.124 -7.799
2 O -1.558 -0.829 -8.567
3 C -1.431 -1.175 -9.926
4 C -0.444 -0.268 -10.709
5 C -0.844 1.210 -10.644
6 N -0.479 -0.680 -12.113
7 H 0.296 -0.324 -7.935
8 H 0.037 -2.101 -7.915
9 H -0.747 -1.104 -6.755
10 H -1.153 -2.224 -10.034
11 H -2.425 -1.133 -10.372
12 H 0.602 -0.429 -10.447
13 H -1.896 1.346 -10.895
14 H -0.278 1.943 -11.219
15 H -0.704 1.570 -9.625
16 H -1.369 -0.377 -12.482
17 H 0.102 0.029 -12.536
18 C -3.389 -4.674 6.480
19 O -3.646 -3.708 5.543
20 C -4.645 -4.185 4.592
21 C -5.277 -2.966 3.930
22 C -6.558 -3.293 3.162
23 N -4.389 -2.402 2.903
24 H -3.109 -5.631 6.038
25 H -4.208 -4.866 7.173
26 H -2.504 -4.345 7.023
27 H -4.123 -4.851 3.906
28 H -5.446 -4.770 5.044
29 H -5.368 -2.262 4.757
30 H -7.118 -2.439 2.783
31 H -7.167 -3.722 3.958
32 H -6.463 -4.075 2.409
33 H -4.304 -3.190 2.276
34 H -3.483 -2.334 3.345
35 C 6.833 5.381 3.760
36 O 5.829 4.490 3.201
37 C 5.345 4.717 1.841
38 C 4.914 6.209 1.607
39 C 3.737 6.638 2.457
40 N 4.475 6.417 0.191
41 H 6.516 6.420 3.668
42 H 7.793 5.304 3.250
43 H 7.030 5.145 4.806
44 H 6.052 4.335 1.105
45 H 4.474 4.078 1.697
46 H 5.685 6.942 1.844
47 H 3.947 6.632 3.527
48 H 2.852 6.038 2.244
49 H 3.371 7.640 2.236
50 H 3.769 7.138 0.172
51 H 3.873 5.613 0.082
52 C -3.882 2.355 9.119
53 O -2.552 2.212 8.601
54 C -2.480 1.451 7.400
55 C -0.973 1.116 7.083
56 C -0.184 2.331 6.626
57 N -0.803 0.131 6.033
58 H -4.497 2.981 8.474
59 H -3.862 2.856 10.087
60 H -4.356 1.394 9.323
61 H -2.990 0.506 7.584
62 H -2.934 1.976 6.560
63 H -0.487 0.655 7.943
64 H 0.004 2.947 7.505
65 H -0.752 2.874 5.870
66 H 0.740 2.135 6.082
67 H 0.145 -0.217 6.049
68 H -1.380 -0.668 6.257
69 C -1.792 -6.807 -1.737
70 C -2.115 -5.399 -1.232
71 O -3.464 -5.417 -0.796
72 H -1.771 -7.395 -0.819
73 H -0.836 -6.900 -2.252
74 H -2.600 -7.268 -2.303
75 H -2.048 -4.735 -2.094
76 H -1.580 -5.110 -0.328
77 H -4.010 -5.600 -1.564
78 C 6.213 0.137 -4.080
79 C 6.194 0.194 -2.560
80 O 5.997 -1.097 -2.036
81 H 6.279 1.152 -4.472
82 H 5.237 -0.259 -4.361
83 H 7.040 -0.408 -4.534
84 H 5.435 0.873 -2.173
85 H 7.199 0.542 -2.320
86 H 6.009 -1.041 -1.077
87 C -3.028 6.858 1.551
88 C -2.707 7.826 0.427
89 O -3.048 9.122 0.742
90 H -4.105 6.785 1.702
91 H -2.622 7.147 2.521
92 H -2.732 5.815 1.438
93 H -3.228 7.553 -0.491
94 H -1.645 7.804 0.182
95 H -4.008 9.133 0.779
96 C 0.645 4.493 -4.969
97 C -0.217 3.903 -3.796
98 O 0.454 4.133 -2.561
99 H 0.253 4.286 -5.964
100 H 1.672 4.135 -5.043
101 H 0.757 5.562 -4.788
102 H -0.258 2.816 -3.867
103 H -1.258 4.226 -3.789
104 H 0.132 3.477 -1.939
105 C 4.782 -6.917 -2.621
106 C 4.399 -6.012 -3.828
107 O 3.647 -4.970 -3.291
108 H 5.446 -6.439 -1.902
109 H 5.367 -7.795 -2.897
110 H 3.889 -7.210 -2.068
111 H 3.753 -6.513 -4.550
112 H 5.256 -5.645 -4.394
113 H 4.318 -4.381 -2.938
114 C 1.631 -6.261 3.681
115 C 2.834 -5.422 3.379
116 O 2.831 -4.276 4.250
117 H 1.632 -7.057 2.937
118 H 0.650 -5.806 3.541
119 H 1.682 -6.757 4.650
120 H 2.907 -5.089 2.344
121 H 3.784 -5.939 3.518
122 H 3.190 -4.502 5.111
123 C 0.503 -0.428 0.388
124 O 0.063 0.776 1.006
125 H -0.318 -0.751 -0.252
126 H 1.405 -0.230 -0.191
127 H 0.865 -1.136 1.133
128 H 0.031 0.611 1.951
129 C -6.100 0.069 -2.015
130 O -6.103 0.869 -0.809
131 H -6.823 -0.739 -1.911
132 H -6.447 0.727 -2.811
133 H -5.141 -0.379 -2.278
134 H -5.710 0.275 -0.164


> What is the DFT total energy in the first record?

-136280.9727 eV


> The highest DFT total energy belongs to which entry?

C30H88N4O12


> The lowest DFT total energy belongs to which entry?

C35H35AsF6N3NaO2P